Record 1
20
Properties=species:S:1:pos:R:3:forces:R:3 method="wB97M-V/def2-TZVPD" relative_energy_kcal_mol=30.3 e_homo_ev=-9.13 homo_lumo_gap_ha=0.352 smiles=C[C@H](O)[C@@H](C)N.O
C -0.034475 -0.721930 -2.324319 0.7 2.5 -0.3
C 0.522190 0.183765 -1.196424 0.2 0.7 0.3
O 1.214064 -0.516205 -0.177348 -0.4 -1.2 1.2
C -0.558037 1.083737 -0.567847 -1.0 0.5 -0.4
C -1.725076 0.188458 0.064809 2.5 0.9 0.0
N 0.027793 2.141597 0.280018 -1.3 -0.7 -0.4
H -1.094030 -0.495488 -2.474292 -0.1 -1.2 0.5
H 0.386445 -1.697597 -2.180943 -0.6 -0.7 -0.1
H 0.364373 -0.286815 -3.248565 0.3 -0.4 0.0
H 1.371951 0.813215 -1.551185 -0.8 -0.1 -0.3
H 0.606555 -0.983958 0.449190 0.6 0.6 -1.0
H -1.099652 1.640380 -1.354427 0.5 -0.4 -0.2
H -2.574164 0.338437 -0.567910 -0.7 -0.4 0.0
H -1.928011 0.443668 1.098488 -0.2 0.2 0.1
H -1.329828 -0.827021 0.060471 -0.7 -0.3 -0.1
H 1.001517 2.234777 0.072212 0.5 0.0 0.4
H -0.185291 1.978251 1.245575 0.5 0.0 0.4
O 1.916871 -2.018138 4.285171 0.9 -0.6 0.6
H 1.072655 -2.397395 4.049849 -0.3 0.6 -0.3
H 2.044152 -1.101737 4.037471 -0.7 0.0 -0.3

---

Record 2
66
Properties=species:S:1:pos:R:3:forces:R:3 method="wB97M-V/def2-TZVPD" relative_energy_kcal_mol=23.4 e_homo_ev=-9.63 homo_lumo_gap_ha=0.369 smiles=CC(C)O.CC(C)O.CC(C)O.CC(C)O.CC(C)O.CO
C -4.244027 -2.477869 2.856497 0.0 0.0 0.7
C -3.416457 -2.197729 1.606717 -0.5 -1.1 0.6
C -2.038887 -2.833729 1.687577 0.4 0.4 -0.3
O -4.202937 -2.734069 0.522937 0.5 0.8 -0.3
H -5.228927 -2.011229 2.838687 0.1 0.1 -0.2
H -3.779297 -2.213759 3.806427 0.3 0.3 -0.1
H -4.409977 -3.551709 2.942637 0.0 -0.2 -0.2
H -3.267477 -1.126889 1.468147 -0.4 0.0 -0.4
H -2.020607 -3.872219 2.018197 -0.2 0.0 0.2
H -1.395377 -2.231279 2.328717 0.0 -0.1 0.3
H -1.540767 -2.799359 0.718667 -0.1 0.0 -0.2
H -4.140807 -3.690439 0.578567 0.0 -0.1 0.0
C -2.675297 -0.755449 -1.889163 0.9 0.4 0.4
C -2.470597 -1.655279 -3.094173 -0.8 -0.1 0.1
C -2.604087 -3.150239 -2.760873 -0.3 0.5 -0.2
O -3.496327 -1.293189 -4.015473 -0.7 -0.7 -0.7
H -2.829267 0.270851 -2.222503 0.1 0.1 -0.1
H -1.776407 -0.740559 -1.272833 0.1 -0.1 0.2
H -3.520647 -0.991269 -1.242733 0.0 -0.5 -0.3
H -1.544807 -1.477409 -3.641333 0.5 0.1 0.5
H -3.641217 -3.359759 -2.499033 -0.1 0.1 0.0
H -2.000967 -3.435299 -1.898853 0.2 0.1 -0.1
H -2.347837 -3.777099 -3.614973 0.1 0.1 0.0
H -3.325597 -0.410839 -4.352973 0.1 0.0 0.1
C -1.074537 0.586631 3.959927 -2.3 0.9 -0.2
C 0.285363 0.257691 4.390237 0.5 -0.7 2.0
C 0.302983 -0.483629 5.808267 0.3 1.3 -1.7
O 0.859103 -0.563989 3.418037 0.4 -1.1 0.5
H -1.732287 -0.273579 3.835427 0.4 -0.5 -0.3
H -1.070127 1.154661 3.029637 0.0 -0.1 -0.2
H -1.666997 1.176491 4.659327 0.4 0.4 0.3
H 0.884453 1.162621 4.491707 0.1 0.3 0.1
H 1.337763 -0.463579 6.150217 0.0 -0.8 -0.1
H -0.157877 -1.458979 5.652007 0.3 -0.1 0.4
H -0.226137 0.098131 6.563047 -0.4 0.0 -0.2
H 1.002673 -0.050529 2.619697 0.4 0.2 -0.4
C 3.653263 3.744291 -1.207843 -0.3 0.4 0.6
C 3.071223 3.829551 0.223527 0.7 0.0 -1.0
C 1.585333 4.123041 0.272147 0.0 -0.8 1.2
O 3.366833 2.543011 0.812967 -0.7 0.4 0.2
H 4.738103 3.666801 -1.135553 0.1 0.0 -0.2
H 3.397463 4.595151 -1.839283 0.0 0.1 0.1
H 3.275023 2.838901 -1.682483 -0.1 0.0 0.0
H 3.590023 4.543741 0.862957 0.1 0.4 -0.4
H 1.315443 4.188591 1.326177 -0.1 0.1 0.2
H 1.033163 3.250641 -0.077313 -0.1 0.2 -0.5
H 1.248243 5.061201 -0.168683 0.4 -0.2 -0.4
H 4.314643 2.420691 0.721847 0.1 -0.2 0.1
C 1.730773 -0.544239 -3.973563 -0.6 1.2 -0.2
C 2.673663 0.643361 -3.945523 1.9 -1.2 1.5
C 3.965913 0.189461 -3.164453 -0.9 0.4 -0.5
O 3.015073 0.963121 -5.251433 0.2 0.3 -1.4
H 2.253163 -1.433529 -4.326253 -0.1 0.0 0.2
H 0.950723 -0.275339 -4.685823 -0.3 -0.3 0.0
H 1.282063 -0.675079 -2.988873 0.1 -0.3 0.0
H 2.323043 1.573901 -3.499123 -0.7 -0.3 0.5
H 3.715533 0.010961 -2.118723 0.2 0.1 0.1
H 4.751443 0.937171 -3.273903 0.0 0.1 0.2
H 4.332873 -0.744849 -3.589293 0.0 0.0 -0.1
H 3.409663 1.837551 -5.215793 0.2 0.0 -0.3
C 0.376653 0.582421 0.305677 0.0 -0.7 -0.5
O 1.566763 0.550961 1.065077 -0.8 -0.2 0.1
H 0.611673 0.394301 -0.741933 -0.1 0.3 -0.3
H -0.252197 -0.260639 0.591877 0.0 0.0 0.3
H -0.213427 1.493341 0.406267 0.1 0.2 0.1
H 2.092083 1.325411 0.850927 0.6 0.3 0.1